{"formula": "C5H8N2", "method": "the ωB97M-V functional and the def2-TZVPD basis", "relative_energy_ev": 1.2264, "total_energy_ha": -304.7904, "gap_ev": 10.936, "e_lumo_ev": 0.888, "smiles": "CC1(C)N[C@H]1C#N", "symbols": ["C", "C", "C", "N", "C", "C", "N", "H", "H", "H", "H", "H", "H", "H", "H"], "positions_angstrom": [[-0.60, 1.31, -0.12], [-0.25, -0.17, -0.06], [-1.31, -1.05, 0.57], [0.44, -0.79, -1.18], [1.18, -0.58, 0.07], [2.22, 0.43, 0.12], [3.05, 1.23, 0.14], [-0.76, 1.70, 0.88], [-1.52, 1.44, -0.70], [0.20, 1.89, -0.60], [-2.07, -1.31, -0.18], [-0.89, -1.98, 0.94], [-1.82, -0.54, 1.39], [0.71, -0.09, -1.87], [1.43, -1.49, 0.61]], "mulliken_charge": [-1.362, 1.423, -1.352, -0.711, -0.385, 0.119, -0.469, 0.336, 0.349, 0.383, 0.289, 0.355, 0.347, 0.335, 0.342]}